1.
Molecular formula: C51H102Cl6O31
Method: DFT, ωB97M-V/def2-TZVPD

Values from the calculation:
Gap between HOMO and LUMO = 10.0 eV
LUMO energy = -0.0483 eV
HOMO = -10.06 eV

Geometry as ORCA input:
```
! RIJCOSX wB97M-V def2-TZVPD def2/J DEFGRID3
* xyz 0 1
C 8.08209 -0.70554 -4.15370
Cl 9.27881 0.05533 -3.03015
Cl 8.57996 -2.32331 -4.60091
H 7.18918 -0.89823 -3.55898
H 7.91877 -0.07409 -5.02703
C 6.25395 4.15947 3.67262
Cl 7.20000 5.54942 4.05970
Cl 6.96429 3.37436 2.24058
H 6.42632 3.40576 4.44093
H 5.25275 4.48394 3.38905
C -2.76676 -5.10018 6.19104
Cl -4.44896 -4.92783 5.54586
Cl -1.83783 -3.68235 5.86208
H -2.73546 -5.25225 7.26993
H -2.24775 -5.87081 5.62110
C 0.61762 -5.68635 -9.45990
C 1.21830 -4.34843 -9.05192
O 2.04561 -4.47962 -7.83996
C 1.49946 -4.47279 -6.66725
O 0.29529 -4.42252 -6.49599
O 2.46218 -4.52524 -5.76695
C 2.04262 -4.57962 -4.38579
H 1.41147 -6.30480 -9.87875
H -0.13594 -5.49675 -10.22429
H 0.12792 -6.26790 -8.67882
H 0.40093 -3.64647 -8.88683
H 1.77192 -3.92372 -9.88931
H 2.95688 -4.54664 -3.79321
H 1.50615 -5.52261 -4.28065
H 1.39619 -3.71082 -4.26164
C -0.72066 0.67360 -4.94051
C -0.39522 0.63752 -6.46430
O 0.94676 0.80725 -6.57192
C 1.61583 0.55281 -7.66705
O 1.15746 0.32939 -8.80598
O 2.82014 0.31953 -7.26021
C 3.86246 -0.24361 -8.03570
H -0.00227 0.00732 -4.46294
H -1.70023 0.27128 -4.68230
H -0.74185 1.63915 -4.43518
H -0.94356 1.44010 -6.95754
H -0.80634 -0.28490 -6.87446
H 4.45520 -0.83700 -7.33953
H 4.57719 0.43591 -8.49994
H 3.48974 -0.89348 -8.82745
C 1.63224 -9.67956 7.53700
C 2.54606 -9.70816 6.29586
O 2.91175 -8.40842 5.75062
C 2.18813 -7.83217 4.80435
O 1.24064 -8.30053 4.23913
O 2.86392 -6.66842 4.47403
C 2.24936 -5.74886 3.64152
H 1.39051 -10.73196 7.68578
H 0.67130 -9.22874 7.28910
H 2.04873 -9.22301 8.43489
H 2.03926 -10.31030 5.54174
H 3.47293 -10.24310 6.50289
H 2.66082 -4.76230 3.85484
H 1.17281 -5.72738 3.81089
H 2.41652 -6.01538 2.59791
C -7.35757 -6.35761 1.19071
C -6.23025 -7.06720 0.43844
O -4.93469 -6.76317 0.76753
C -4.36630 -5.68342 0.18122
O -4.93969 -4.90325 -0.56212
O -3.02146 -5.78704 0.35620
C -2.17729 -4.69625 0.05664
H -8.31061 -6.68777 0.77741
H -7.29834 -5.30374 0.91877
H -7.23585 -6.37856 2.27369
H -6.32606 -7.00380 -0.64549
H -6.30201 -8.09220 0.80221
H -1.22523 -5.15466 -0.21084
H -2.07276 -4.08059 0.95002
H -2.49022 -4.07939 -0.78577
C 0.46674 7.47636 -3.64330
C 0.02312 6.57129 -4.78301
O -1.05834 7.06020 -5.58430
C -0.85421 8.04107 -6.51436
O 0.18792 8.65533 -6.69357
O -1.97602 8.23571 -7.07925
C -2.17066 9.06078 -8.19442
H 0.80119 8.44776 -4.00747
H 1.29041 7.00552 -3.10667
H -0.33640 7.65070 -2.92730
H -0.28007 5.65546 -4.27563
H 0.89744 6.39210 -5.40874
H -3.17730 9.00315 -8.60852
H -1.42939 8.67699 -8.89537
H -2.06168 10.12374 -7.97917
C -6.87714 0.86533 12.95867
C -6.66327 2.19244 12.09324
O -5.75251 1.86637 11.07690
C -6.18717 1.72852 9.80779
O -7.32252 1.93215 9.35979
O -5.09668 1.29605 9.07292
C -5.28956 0.99203 7.70402
H -7.38440 1.08015 13.89923
H -5.97100 0.29568 13.16486
H -7.45591 0.07762 12.47634
H -6.23477 2.99752 12.69018
H -7.57233 2.69193 11.75825
H -5.50265 -0.07556 7.64985
H -4.41510 1.24246 7.10343
H -6.15811 1.45988 7.24052
C 4.27970 2.85854 -2.04574
C 3.06545 2.04301 -1.99376
O 2.57838 2.11814 -0.66552
C 1.87708 1.09522 -0.10568
O 1.69693 -0.06784 -0.56519
O 1.40093 1.53825 1.05516
C 0.37774 0.90657 1.83146
H 4.78134 2.74268 -3.00648
H 4.98691 2.50514 -1.29536
H 3.95457 3.88189 -1.85828
H 3.40459 1.05300 -2.29867
H 2.29692 2.44773 -2.65229
H 0.67870 0.09710 2.49650
H -0.33671 0.42752 1.16201
H -0.29706 1.61753 2.30818
O 8.99103 -3.44580 0.99027
C 7.87595 -3.74878 0.52180
O 7.41883 -4.99061 0.14095
C 8.21464 -6.07209 0.22211
C 9.20295 -6.12112 -0.86075
C 6.83528 -2.66625 0.28872
H 7.55911 -6.94256 0.19668
H 8.55733 -6.30477 1.23034
H 8.77145 -6.40882 -1.81946
H 9.97552 -6.83922 -0.58583
H 9.73389 -5.17448 -0.96110
H 7.19761 -1.64111 0.36557
H 6.06404 -2.66207 1.05896
H 6.28937 -2.81207 -0.64339
O -4.75342 4.48749 1.92419
C -5.42889 5.04362 1.08139
O -6.73154 5.28449 1.14438
C -7.44769 4.99850 2.37312
C -8.86388 5.33402 2.25789
C -4.87422 5.41095 -0.28110
H -7.07197 5.74540 3.07246
H -7.32283 3.99960 2.79111
H -9.35339 4.71657 1.50475
H -8.90765 6.38081 1.95718
H -9.39356 5.32660 3.21051
H -4.04011 6.10775 -0.19847
H -5.65998 5.83448 -0.90663
H -4.52538 4.56435 -0.87244
O -0.64379 3.71045 8.69151
C -0.36790 3.60528 7.50084
O -0.88462 4.39128 6.46242
C -1.79301 5.43353 6.74836
C -1.15951 6.63075 7.45771
C 0.57179 2.46213 7.07164
H -2.54177 5.01720 7.42225
H -2.37604 5.66125 5.85599
H -0.23878 6.89359 6.93686
H -0.82818 6.37103 8.46313
H -1.89515 7.43061 7.37318
H -0.04584 1.61241 6.78072
H 1.15453 2.20069 7.95491
H 1.26059 2.76678 6.28371
O -8.69422 0.20329 2.00291
C -7.96187 -0.49930 2.66075
O -8.27810 -1.14881 3.76139
C -9.59227 -1.11523 4.28619
C -9.87413 -2.40027 5.13025
C -6.52187 -0.61005 2.27351
H -10.35473 -1.10856 3.50728
H -9.70441 -0.22838 4.90990
H -10.87355 -2.37828 5.56473
H -9.07437 -2.66158 5.82322
H -9.80063 -3.23927 4.43831
H -6.39601 -1.19014 1.35931
H -5.96222 -0.98444 3.13067
H -6.18502 0.37163 1.94043
O 8.59157 3.73722 -8.49765
C 8.63930 4.92696 -8.90556
O 9.32783 5.44497 -9.89683
C 10.15842 4.61142 -10.72737
C 9.38995 3.70099 -11.72776
C 7.80180 6.00835 -8.17827
H 10.81503 4.04855 -10.06394
H 10.93884 5.26858 -11.11104
H 8.69194 3.02727 -11.23079
H 10.12435 3.26015 -12.40186
H 8.72210 4.21499 -12.41906
H 8.45870 6.72165 -7.68051
H 7.16892 5.63566 -7.37288
H 7.17763 6.34003 -9.00802
*
```

=====

2.
Molecular formula: C4H3F2N
Method: DFT, ωB97M-V/def2-TZVPD

Values from the calculation:
Gap between HOMO and LUMO = 10.3 eV
LUMO energy = 0.2579 eV
ΔE to the lowest compared entry with this formula, charge and spin = 2.846 eV
HOMO = -10.01 eV

Geometry as ORCA input:
```
! RIJCOSX wB97M-V def2-TZVPD def2/J DEFGRID3
* xyz 0 1
C -0.62192 -1.72223 -0.04921
C 0.56063 0.09027 -1.47914
C -0.01265 -0.51667 -0.44195
C -0.07756 0.82750 1.17599
N -1.19170 -2.60907 0.39590
F -0.83529 1.72566 0.64556
F 1.18791 1.25280 1.33434
H 0.73264 1.07639 -1.28591
H 0.81264 -0.38022 -2.32592
H -0.55471 0.25558 2.03032
*
```

=====

3.
Molecular formula: C4H6ClF
Method: DFT, ωB97M-V/def2-TZVPD

Values from the calculation:
Gap between HOMO and LUMO = 11.5 eV
LUMO energy = 1.0142 eV
ΔE to the lowest compared entry with this formula, charge and spin = 1.364 eV
Structure (SMILES) = F[C@@H]1C[C@H]1CCl
HOMO = -10.51 eV

Geometry as ORCA input:
```
! RIJCOSX wB97M-V def2-TZVPD def2/J DEFGRID3
* xyz 0 1
F 1.06426 0.85071 -2.05983
C 0.67064 -0.03017 -1.01641
C -0.71142 -0.66754 -0.94051
C -0.21854 0.44918 -0.02576
C 0.28782 0.30083 1.34076
Cl -0.94248 -0.30630 2.45429
H 1.30235 -0.77922 -0.55938
H -0.67073 -1.61836 -0.59783
H -1.58449 -0.42255 -1.57948
H -0.80804 1.26195 -0.28853
H 0.51011 1.30313 1.71604
H 1.10053 -0.34168 1.55664
*
```